[1]
A structure of composition C35H25Br4CoGeN5O5S3. Source: the OMol25 dataset; level of theory: the ωB97M-V functional and the def2-TZVPD basis.

Last column: Löwdin charge in e.
CARTESIAN COORDINATES (ANGSTROEM)
Br 3.580 -7.080 -0.483  0.72
Br 6.035 -4.954 -0.037  0.74
Br 0.571 -6.050 -0.911  0.81
Br 5.364 -1.692 -0.016  0.81
Ge -1.384 -3.282 -0.700  1.01
Co 0.782 -0.632 -0.449  0.60
S 0.379 8.160 -1.979  0.39
S -2.688 2.116 -1.164  1.15
S -0.320 -0.628 4.102  1.11
O -0.551 7.119 -2.373  -0.38
O -0.206 9.260 -1.247  -0.35
O 0.428 -2.706 -0.833  -0.27
O 2.515 -1.200 -0.444  -0.18
O 1.358 8.519 -2.987  -0.36
N 2.113 8.072 0.141  0.13
N -0.983 0.332 -0.607  0.00
N 1.526 1.184 -0.299  -0.01
N 1.490 6.008 -0.812  0.16
N 0.115 -0.688 1.612  0.05
C 1.487 2.010 -1.355  -0.08
C 1.798 -2.002 2.862  -0.03
C 1.439 7.331 -0.744  -0.33
C 1.973 1.675 0.859  -0.08
C -0.916 -4.386 3.309  -0.08
C 4.023 -2.977 -0.299  -0.65
C -2.531 -2.425 -3.121  -0.13
C 1.648 -3.378 -0.669  -0.28
C -1.370 0.263 3.091  -0.31
C -4.451 -1.031 -3.485  -0.07
C 2.129 3.887 -0.033  -0.11
C 3.225 -5.226 -0.492  -0.76
C -2.996 -3.190 3.206  -0.08
C 2.727 -2.487 -0.482  -0.42
C -0.715 -4.152 1.957  -0.12
C -4.484 -0.741 -2.128  -0.09
C -1.530 0.741 0.596  -0.31
C 4.279 -4.339 -0.303  -0.76
C 0.582 -1.150 2.737  -0.60
C -0.979 0.128 1.801  -0.32
C -2.478 1.703 0.479  -0.29
C -3.533 -1.280 -1.273  -0.13
C -2.804 -2.973 1.848  -0.10
C -2.055 -3.900 3.937  -0.09
C 2.861 7.418 1.016  -0.11
C -1.517 0.960 -1.624  -0.62
C -1.189 0.702 -3.052  -0.05
C -3.462 -1.868 -3.985  -0.08
C 2.223 5.362 0.088  -0.24
C 2.945 6.031 1.059  0.00
C -1.659 -3.447 1.208  -0.28
C -2.541 -2.131 -1.755  -0.31
C 1.761 3.351 -1.266  0.04
C 2.294 3.008 1.029  0.02
C 1.917 -4.747 -0.680  -0.62
H 2.040 0.975 1.681  0.11
H 1.198 1.568 -2.297  0.11
H 2.586 -1.473 3.401  0.10
H -5.195 -0.610 -4.148  0.11
H -0.425 -0.073 -3.121  0.09
H -1.530 -4.568 -1.479  -0.04
H 1.642 4.012 -2.114  0.13
H -0.836 1.609 -3.544  0.10
H -2.193 0.833 3.488  0.09
H -3.572 -2.452 1.290  0.09
H 2.597 3.356 2.007  0.12
H -3.428 -2.104 -5.041  0.11
H 2.168 -2.252 1.871  0.07
H -2.212 -4.080 4.992  0.11
H -0.185 -4.953 3.871  0.11
H -3.569 -1.011 -0.224  0.09
H -3.891 -2.819 3.688  0.11
H -2.076 0.354 -3.583  0.07
H 1.572 -2.920 3.403  0.08
H 0.180 -4.544 1.485  0.07
H 3.418 8.024 1.723  0.11
H -5.253 -0.090 -1.732  0.11
H 3.558 5.529 1.794  0.10
H -3.022 2.202 1.263  0.09
H -1.795 -3.114 -3.523  0.10

The spin multiplicity is 2. The calculation puts the lowest unoccupied orbital energy (spin up / spin down) at -1.146 / -1.127 eV. Its energy relative to the best compared isomer or geometry (same formula, charge and spin) is 2.6 kcal/mol. The total energy comes out at -16949.06467 Ha. The calculation puts the HOMO energy (spin up / spin down) at -7.199 / -7.199 eV. As for the expectation value of S²: 0.7784.



[2]
A structure of composition C35H25GaGeN4S4. Source: the OMol25 dataset; level of theory: the ωB97M-V functional and the def2-TZVPD basis.

Last column: Löwdin charge in e.
CARTESIAN COORDINATES (ANGSTROEM)
Ge 3.101 1.073 -1.423  0.77
Ga 1.499 0.701 1.406  0.25
S 0.632 2.853 -1.070  0.73
S -0.108 2.574 2.143  0.45
S -1.006 -2.376 4.387  0.98
S -0.497 -2.959 -1.914  1.00
N -5.215 2.806 -2.833  0.12
N -1.128 -1.074 -0.318  0.12
N -6.121 2.334 1.168  0.13
N -1.784 -0.968 2.409  0.11
C -3.679 2.491 0.333  -0.21
C 1.516 1.404 -0.476  -0.91
C 5.234 2.197 0.241  -0.12
C 4.710 2.220 -1.055  -0.25
C -5.038 2.404 0.785  -0.19
C -1.055 -2.218 0.435  -0.34
C -0.735 -0.212 -2.577  -0.08
C 4.160 0.743 -4.171  -0.13
C -2.037 2.725 -1.398  -0.08
C -1.001 2.665 -0.471  -0.57
C 1.849 1.333 -4.118  -0.12
C -4.402 2.742 -2.019  -0.21
C 6.320 2.983 0.598  -0.11
C 5.301 3.084 -1.972  -0.11
C 3.287 -3.097 -0.604  -0.10
C 2.860 -1.792 -0.802  -0.13
C 4.116 0.656 -5.556  -0.12
C -2.654 2.419 1.256  -0.07
C -1.717 -0.950 3.696  -0.65
C 6.902 3.831 -0.337  -0.13
C 2.927 0.909 -6.229  -0.13
C -1.299 2.535 0.898  -0.70
C 6.384 3.884 -1.623  -0.12
C -3.377 2.659 -1.027  -0.21
C -0.846 -1.290 -1.560  -0.63
C 5.560 -2.388 -0.887  -0.12
C -1.214 -2.103 1.889  -0.35
C -2.154 0.204 4.532  -0.09
C 5.121 -1.083 -1.084  -0.12
C 4.641 -3.400 -0.646  -0.12
C 3.764 -0.759 -1.044  -0.26
C 3.031 1.083 -3.422  -0.25
C -0.754 -2.992 2.810  -0.38
C -0.724 -3.343 -0.256  -0.38
C 1.793 1.249 -5.504  -0.10
H -1.692 0.301 -2.695  0.08
H 6.620 -2.613 -0.915  0.09
H -0.216 -3.908 2.638  0.06
H -3.222 0.379 4.399  0.08
H 0.965 1.615 -3.562  0.05
H -0.400 -0.593 -3.541  0.07
H 0.861 1.450 -6.020  0.09
H 0.000 0.505 -2.184  0.02
H -1.948 0.035 5.588  0.06
H 5.092 0.531 -3.658  0.09
H 5.852 -0.301 -1.257  0.09
H 5.007 0.385 -6.112  0.09
H 4.979 -4.418 -0.488  0.08
H -2.898 2.302 2.303  0.09
H 6.706 2.945 1.611  0.09
H -1.616 1.090 4.187  0.04
H -0.599 -4.345 0.118  0.06
H 4.908 3.141 -2.983  0.09
H 1.804 -1.557 -0.747  0.05
H -1.784 2.823 -2.447  0.11
H 2.885 0.842 -7.311  0.08
H 2.558 -3.876 -0.408  0.09
H 4.768 1.560 0.986  0.09
H 7.746 4.453 -0.061  0.08
H 6.821 4.554 -2.356  0.09

The calculation puts the lowest unoccupied orbital energy at 3.905 eV. Its energy relative to the best compared isomer or geometry (same formula, charge and spin) is 0.0 kcal/mol. Its total charge is -2. The total energy comes out at -7162.23895 Ha. The calculation puts the HOMO energy at -0.111 eV.



[3]
A structure of composition C35H26AsF6MoN7STe. Source: the OMol25 dataset; level of theory: the ωB97M-V functional and the def2-TZVPD basis.

Last column: Löwdin charge in e.
CARTESIAN COORDINATES (ANGSTROEM)
Te 2.318 -0.496 -0.844  1.70
Mo 0.151 0.940 0.715  1.46
As -0.469 -2.487 -1.672  0.78
S 2.815 0.717 1.308  0.63
F 1.092 -1.711 -2.376  -0.41
F -1.245 -1.901 -3.062  -0.17
F 0.007 -3.949 -2.370  -0.16
F -0.747 -0.883 -0.900  -0.35
F -1.886 -3.056 -0.939  -0.17
F 0.486 -2.793 -0.256  -0.26
N 0.720 -0.701 2.009  -0.16
N -8.881 0.333 0.645  0.11
N -0.409 1.777 2.614  -0.04
N -1.915 1.073 0.696  -0.04
N -1.249 2.187 5.211  0.16
N -0.439 1.913 -1.203  -0.03
N -1.284 2.232 -3.822  0.16
C 6.101 -2.445 -0.385  -0.03
C -8.288 1.053 1.595  -0.09
C -2.090 1.715 -2.898  -0.01
C -0.025 2.512 4.827  -0.04
C 5.839 -3.788 -0.638  -0.02
C 3.851 1.952 -1.821  -0.16
C -3.945 0.985 1.903  0.10
C 3.490 0.197 -3.482  -0.09
C 0.017 -1.727 2.504  -0.08
C 2.747 -1.627 2.872  -0.03
C 5.073 -1.517 -0.424  -0.12
C -0.082 2.622 -3.434  -0.04
C 0.417 2.294 3.524  -0.06
C 4.553 -4.217 -0.930  -0.02
C -3.944 1.014 -0.508  0.10
C 4.173 0.965 -4.416  -0.02
C -4.657 0.868 0.695  -0.07
C 0.357 2.457 -2.124  -0.07
C 4.693 2.203 -4.061  -0.02
C 2.010 -2.679 3.414  0.03
C -6.920 1.253 1.673  0.00
C 0.638 -2.734 3.221  0.01
C 4.537 2.697 -2.771  -0.04
C -1.694 1.564 -1.583  -0.18
C -2.074 1.690 4.295  -0.01
C -8.099 -0.209 -0.287  -0.09
C -2.578 1.113 1.868  -0.17
C 3.341 0.714 -2.201  -0.47
C -6.722 -0.054 -0.324  0.00
C -1.683 1.492 2.983  -0.16
C 3.791 -1.985 -0.694  -0.41
C 3.495 -3.316 -0.957  -0.08
C 2.056 -0.662 2.179  -0.71
C -6.114 0.690 0.685  -0.18
C -2.576 1.143 -0.473  -0.18
H -6.145 -0.541 -1.099  0.12
H -1.048 -1.735 2.308  0.14
H 3.822 -1.566 2.982  0.14
H -6.513 1.873 2.460  0.12
H -3.079 1.447 4.618  0.14
H -4.481 0.989 2.842  0.13
H -3.079 1.414 -3.222  0.14
H 5.287 -0.467 -0.262  0.10
H 6.652 -4.502 -0.620  0.13
H 3.752 2.339 -0.814  0.08
H 1.427 2.530 3.218  0.11
H 4.305 0.586 -5.421  0.13
H 7.109 -2.114 -0.176  0.13
H 0.051 -3.552 3.613  0.14
H 4.960 3.654 -2.499  0.13
H -4.484 1.087 -1.441  0.14
H -8.600 -0.799 -1.045  0.12
H 2.514 -3.458 3.971  0.14
H -8.945 1.496 2.335  0.13
H 0.566 3.075 -4.175  0.14
H 1.349 2.766 -1.820  0.10
H 4.360 -5.259 -1.147  0.13
H 0.637 2.947 5.564  0.14
H 5.234 2.787 -4.793  0.13
H 2.502 -3.655 -1.194  0.09
H 3.096 -0.773 -3.762  0.11

The spin multiplicity is 4. The calculation puts the lowest unoccupied orbital energy (spin up / spin down) at -9.618 / -10.508 eV. Its energy relative to the best compared isomer or geometry (same formula, charge and spin) is 9.6 kcal/mol. Its total charge is +3. The total energy comes out at -5301.19271 Ha. The calculation puts the HOMO energy (spin up / spin down) at -15.981 / -15.973 eV. As for the expectation value of S²: 3.7722.